# 1
Computed, not measured: a 2-piece molecular cluster, C20H30ClF13N3O4S overall in a non-equilibrium geometry, with ωB97M-V/def2-TZVPD.

net charge	+1
HOMO-LUMO gap	0.2892	hartree
E_HOMO	-12.40	eV
calculated total energy	-92565.2755	eV

Last column: Löwdin charge in e.
Cartesian coordinates (Å):
C -0.7284 -1.2873 4.6450  -0.08
C -1.2736 -0.6100 3.3696  -0.27
C -2.0867 0.6211 3.7363  -0.62
Cl -3.6988 0.2103 4.4044  0.72
C -2.1870 1.7171 2.6406  -0.22
C -2.3417 1.1582 1.2155  -0.20
C -3.5500 0.2262 1.0740  -0.14
C -3.4799 -0.5796 -0.2441  -0.15
C -2.4541 -1.7140 -0.2017  -0.26
O -2.7552 -2.6796 0.7930  -0.04
C -2.3089 2.2965 0.1549  -0.14
C -3.6655 2.9942 -0.0761  -0.33
C -4.5656 2.3757 -1.1478  -0.01
F -4.3721 3.1563 1.0912  0.02
N -1.3529 3.3380 0.6279  0.20
C -0.4738 2.9374 1.5224  -0.26
N 0.8165 2.8199 1.3598  0.31
C 1.4645 3.1240 0.1024  -0.48
F 1.5205 4.4385 -0.0032  0.21
F 0.8684 2.5809 -0.9304  0.21
C 2.9363 2.6166 0.1203  -0.40
F 3.5531 3.0427 1.2050  0.20
F 3.5545 3.1607 -0.9024  0.21
C 3.0588 1.0577 0.0298  -0.36
F 4.0288 0.7012 0.8536  0.19
F 1.9511 0.4335 0.4461  0.16
C 3.4573 0.5001 -1.3668  -0.62
F 3.2123 -0.7871 -1.3398  0.19
F 2.7423 1.0161 -2.3479  0.20
F 4.7137 0.6790 -1.6283  0.24
N -0.9565 2.5603 2.7783  0.12
C -1.1394 3.7171 3.6119  -0.69
F -1.6190 4.7691 2.9816  0.21
F 0.0534 4.0596 4.0880  0.18
F -1.9089 3.4601 4.6189  0.24
H -0.4013 -2.3011 4.4369  0.08
H -1.5349 -1.3103 5.3734  0.07
H 0.1172 -0.7243 5.0362  0.08
H -1.8680 -1.3690 2.8637  0.09
H -0.4435 -0.3552 2.7028  0.11
H -1.5632 1.0882 4.5670  0.10
H -3.0931 2.2799 2.8650  0.14
H -1.4677 0.5356 0.9838  0.13
H -4.4997 0.7377 1.1933  0.12
H -3.5008 -0.5284 1.8527  0.08
H -3.1770 0.0579 -1.0734  0.09
H -4.4562 -1.0092 -0.4537  0.13
H -1.4344 -1.3169 -0.1308  0.11
H -2.5038 -2.2061 -1.1781  0.12
H -1.9476 -2.8008 1.3042  0.08
H -1.9980 1.8626 -0.7935  0.15
H -3.4185 4.0027 -0.4255  0.15
H -5.1613 3.1713 -1.5894  0.09
H -4.0327 1.8485 -1.9315  0.08
H -5.2866 1.7359 -0.6444  0.09
H -0.9578 3.9014 -0.1199  0.17
H 1.3806 2.4844 2.1361  0.20
O 2.9929 -5.2365 -5.9454  -0.27
S 3.4827 -5.5016 -4.6287  0.57
O 2.6031 -5.4860 -3.5006  -0.28
O 4.7114 -4.5234 -4.3339  -0.26
C 4.5056 -3.1170 -4.5363  -0.25
C 3.7364 -2.4883 -3.3897  -0.08
C 4.3932 -7.0088 -4.6305  -0.12
H 4.0076 -2.9401 -5.4915  0.12
H 5.4973 -2.6722 -4.6033  0.12
H 2.7091 -2.8531 -3.3638  0.08
H 3.7120 -1.4084 -3.5035  0.06
H 4.1961 -2.7400 -2.4355  0.09
H 5.0985 -6.9913 -5.4569  0.08
H 3.6801 -7.8204 -4.7584  0.08
H 4.9086 -7.1085 -3.6787  0.08

Force components x, y, z for each atom (eV/Å):
-0.1 0.4 -0.5
0.2 -0.8 0.6
0.5 0.3 -0.1
0.2 0.0 -0.2
-1.1 -0.9 0.3
0.4 0.3 -0.1
0.3 -0.6 -0.5
0.4 0.1 0.7
-0.4 0.0 -0.8
0.5 0.5 0.3
-2.1 -0.1 1.3
0.5 0.3 -1.4
-0.4 0.3 0.7
0.0 0.0 0.4
0.8 0.1 -1.6
-0.2 -0.6 1.4
0.2 0.2 -0.5
2.0 -0.3 1.6
-0.4 1.0 -0.6
-1.0 -0.2 -0.8
-0.6 -0.8 -0.2
-0.1 0.3 1.3
0.4 0.4 -1.2
0.8 0.2 -0.4
0.8 -0.3 0.6
-0.9 0.1 0.1
-0.8 -0.2 0.0
-0.3 -1.0 0.5
-0.7 0.7 -0.5
1.4 0.5 0.0
-0.6 -0.8 -0.7
1.0 0.0 0.4
-0.4 0.7 -0.7
0.9 0.3 0.1
-1.0 -0.6 0.9
0.0 -0.1 0.0
0.1 -0.2 0.2
0.0 0.0 0.2
-0.3 0.3 -0.2
0.0 0.2 0.0
-0.1 0.1 0.1
0.2 0.3 0.0
0.1 0.1 0.2
0.0 0.2 0.0
-0.1 0.1 0.2
-0.3 0.0 -0.2
-0.1 0.0 -0.1
0.0 -0.1 0.3
0.1 0.0 0.0
-0.2 -0.3 0.0
0.4 0.3 -0.1
0.0 0.1 0.1
0.1 0.0 -0.2
0.0 0.0 0.0
0.1 -0.4 -0.2
-0.1 -0.2 -0.2
-0.1 0.2 0.1
-0.2 0.1 0.1
0.6 -0.2 0.1
-0.2 0.1 -0.1
0.0 -0.2 -0.1
-0.2 0.6 0.0
-0.1 -0.4 -0.2
0.1 0.0 0.0
0.0 -0.2 0.0
0.1 -0.3 0.0
0.0 0.0 0.0
0.1 0.0 -0.2
0.1 0.0 0.0
0.0 0.0 0.0
-0.1 0.1 0.0
0.0 0.0 0.0

---

# 2
Computed, not measured: C11H10FLiO2S as an isolated structure in a non-equilibrium geometry, with ωB97M-V/def2-TZVPD.

net charge	0
HOMO-LUMO gap	0.1189	hartree
E_HOMO	-5.51	eV
calculated total energy	-29417.4577	eV

Last column: Löwdin charge in e.
Cartesian coordinates (Å):
F -2.6893 -0.1689 -3.5363  -0.26
S -3.0896 -0.9349 -2.1384  0.59
C -1.4918 -1.3023 -1.6045  -0.33
C -1.1153 -1.4418 -0.1960  -0.27
O -3.5989 0.0942 -1.2766  -0.34
O -3.9847 -1.9668 -2.5979  -0.33
H -0.8831 -1.5953 -2.4701  0.04
H -0.3412 -2.3090 -0.1167  0.12
H -2.0651 -1.7570 0.3453  0.12
C -0.6660 1.9042 0.7458  0.01
Li 3.6181 -0.0088 2.3598  0.83
C -1.4867 0.8366 0.9975  0.00
C -0.7172 -0.4732 0.9768  -0.25
C 0.7054 0.0701 1.0406  -0.17
C 0.7577 1.4521 0.8724  -0.15
C 1.9867 2.1062 0.6250  -0.02
C 3.0684 1.2897 0.3063  -0.17
C 2.9425 -0.1076 0.2363  -0.19
C 1.8204 -0.7282 0.8092  -0.09
H -0.9039 2.9718 0.6295  0.11
H -2.5502 0.8669 1.1335  0.11
H -0.8966 -1.1348 1.8994  0.17
H 2.0836 3.1833 0.4535  0.12
H 4.0187 1.6970 -0.0641  0.11
H 3.7219 -0.7233 -0.2457  0.12
H 1.7563 -1.8201 0.8153  0.12

Force components x, y, z for each atom (eV/Å):
-0.5 -0.4 0.4
2.6 0.4 0.3
-0.4 0.7 -1.7
-1.3 -3.1 0.6
-1.0 0.1 0.3
0.4 0.4 0.1
0.0 0.0 0.8
-1.3 1.2 0.1
0.9 -0.5 -0.7
0.4 -0.3 1.4
-0.5 0.2 -0.4
1.2 0.5 -0.5
0.8 1.7 2.3
-0.2 -1.6 -0.7
-1.0 0.8 -0.9
-0.5 -0.3 -0.2
0.9 -0.1 -0.6
0.8 -0.6 1.0
0.3 -0.1 -0.8
-0.2 -0.7 0.1
-0.3 0.1 -0.4
0.1 1.1 -1.2
-0.2 -0.4 0.3
-0.5 0.2 0.1
-0.3 0.4 0.4
-0.2 0.3 -0.1

---

# 3
Computed, not measured: the molecule C3H7N3 in a non-equilibrium geometry, with ωB97M-V/def2-TZVPD.

net charge	0
HOMO-LUMO gap	0.3425	hartree
E_HOMO	-8.38	eV
SMILES	N=C1NCCN1
calculated total energy	-7693.0064	eV
relative energy (zero: lowest compared OMol25 entry of this formula, charge and spin)	161.4	kJ/mol

Last column: Löwdin charge in e.
Cartesian coordinates (Å):
N -2.3654 -0.1680 0.0549  0.05
C -1.0530 -0.0773 -0.1267  -0.51
N -0.2577 1.0892 -0.2903  0.02
C 1.0407 0.7362 0.2086  -0.20
C 1.0257 -0.7389 -0.2437  -0.30
N -0.1856 -1.1178 0.1499  -0.03
H -2.8999 0.7232 -0.2564  0.05
H -0.7657 1.9111 0.1593  0.16
H 1.8757 1.3092 -0.1333  0.09
H 1.2343 0.8166 1.3834  0.15
H 1.1289 -0.9869 -1.4304  0.15
H 1.9039 -1.3825 0.0810  0.13
H -0.6819 -2.1141 0.4437  0.24

Force components x, y, z for each atom (eV/Å):
1.6 1.5 -1.8
-3.2 0.3 2.2
-2.0 1.4 0.8
1.5 -0.7 1.7
6.3 -1.5 -3.1
-7.1 -3.8 2.3
1.5 -1.8 0.9
1.2 -1.5 -1.0
0.2 0.4 -1.0
-1.1 -0.5 -2.0
0.1 1.6 2.0
-1.1 0.9 0.5
2.2 3.6 -1.5

---

# 4
Computed, not measured: an isolated ion of composition C8H12N3 and charge +1 in a non-equilibrium geometry, with ωB97M-V/def2-TZVPD.

net charge	+1
HOMO-LUMO gap	0.2827	hartree
E_HOMO	-12.19	eV
SMILES	CC(=[NH2+])Cc1cccnc1N
calculated total energy	-12953.6017	eV
relative energy (zero: lowest compared OMol25 entry of this formula, charge and spin)	116.6	kJ/mol

Last column: Löwdin charge in e.
Cartesian coordinates (Å):
C 2.7138 -0.7758 0.2511  -0.01
C 1.5242 -0.0405 -0.1083  -0.24
N 1.2803 0.4247 -1.3215  0.25
C 0.4258 -0.0172 0.9757  -0.03
C -0.9759 -0.1921 0.3100  -0.13
C -1.7602 -1.3069 0.6552  -0.02
C -3.0652 -1.3323 0.2682  -0.03
C -3.7344 -0.1581 -0.1765  -0.06
N -3.0264 0.9263 -0.4439  0.12
C -1.7261 0.8841 -0.2467  -0.37
N -1.0120 1.9793 -0.7213  0.07
H 3.7518 -0.2719 0.2192  0.15
H 2.9183 -1.5973 -0.4836  0.13
H 2.6179 -1.1902 1.2615  0.09
H 0.4804 1.0220 -1.5521  0.10
H 2.1073 0.5406 -1.9741  0.19
H 0.4601 0.9829 1.3137  0.11
H 0.5953 -0.7838 1.7725  0.14
H -1.3959 -1.9605 1.3652  0.10
H -3.5658 -2.0954 0.6310  0.06
H -4.8242 -0.0914 -0.1835  0.13
H -0.3148 2.4923 -0.1767  0.10
H -1.7026 2.7655 -0.9843  0.15

Force components x, y, z for each atom (eV/Å):
3.3 -0.8 -0.2
-1.9 0.0 -0.7
2.8 0.2 0.7
-0.8 -1.1 -2.8
-1.1 -0.1 1.5
0.8 2.9 -1.4
0.2 3.7 -0.8
1.2 -1.4 0.5
-0.4 0.1 -0.1
1.9 -0.6 0.3
-1.2 3.6 -1.2
-1.8 0.0 0.0
-0.5 0.4 0.6
0.1 0.0 -0.5
-0.6 -0.2 0.3
-1.4 -0.5 0.9
0.2 1.2 1.1
0.0 0.9 -0.8
0.8 -1.9 0.9
-2.9 -3.7 1.2
0.4 -0.1 -0.3
-0.2 -0.8 0.5
1.2 -1.8 0.2